8 unconnected molecules or ions with the total composition C29H48O24 in a non-equilibrium geometry. Source: OMol25; level of theory: ωB97M-V with the def2-TZVPD basis set.

Calculated values
- Energy relative to the best compared isomer or geometry (same formula, charge and spin): 245.3 kcal per mole
- Lowest unoccupied orbital energy: 0.18 eV
- Orbital gap: 0.361 Eh
- HOMO: -9.6 eV
- SMILES: C[C@H]1COC(=O)O1.C[C@H]1COC(=O)O1.C[C@H]1COC(=O)O1.C[C@H]1COC(=O)O1.C[C@H]1COC(=O)O1.COC(=O)OC.COC(=O)OC.COC(=O)OC
- Energy: -79981.93041 eV

The geometry in ORCA input format:
```
! wB97M-V def2-TZVPD RIJCOSX def2/J DEFGRID3
* xyz 0 1
C -6.573 4.973 1.897
C -6.275 3.432 2.034
C -4.720 3.217 2.019
O -4.511 2.192 3.030
C -5.696 1.947 3.638
O -5.916 1.069 4.490
O -6.704 2.743 3.145
H -7.607 5.174 1.832
H -6.277 5.551 1.034
H -6.149 5.449 2.786
H -6.778 2.949 1.198
H -4.128 3.996 2.163
H -4.299 2.738 1.126
C 1.016 1.177 3.937
C -0.079 1.443 2.837
C -0.934 2.623 3.247
O -0.897 3.409 2.025
C 0.078 2.935 1.190
O 0.492 3.439 0.131
O 0.562 1.754 1.666
H 0.487 1.346 4.846
H 1.719 1.928 3.868
H 1.334 0.184 4.012
H -0.669 0.516 2.694
H -0.473 3.309 4.056
H -2.007 2.476 3.513
C 6.064 -1.599 -0.259
C 6.088 -0.756 -1.611
C 5.825 -1.456 -2.914
O 4.427 -1.311 -3.065
C 4.090 -0.253 -2.325
O 3.064 0.356 -2.308
O 5.078 0.141 -1.513
H 6.614 -2.449 -0.384
H 5.066 -2.087 -0.019
H 6.625 -1.030 0.461
H 7.171 -0.356 -1.691
H 6.337 -2.410 -3.229
H 6.284 -0.733 -3.554
C -2.945 -0.716 1.817
C -3.958 -1.813 1.858
C -3.608 -3.279 2.255
O -4.392 -3.469 3.372
C -4.903 -2.395 3.757
O -5.714 -2.325 4.685
O -4.662 -1.300 2.973
H -2.575 -0.642 0.853
H -2.170 -0.885 2.608
H -3.244 0.229 2.178
H -4.487 -1.876 0.912
H -2.556 -3.353 2.590
H -3.681 -3.986 1.418
C -0.416 -0.750 -2.393
C -0.294 0.632 -1.644
C -0.240 1.836 -2.590
O -1.488 2.491 -2.462
C -2.038 2.071 -1.416
O -3.064 2.601 -0.885
O -1.430 0.918 -0.939
H 0.466 -1.048 -2.972
H -1.341 -0.779 -2.973
H -0.428 -1.644 -1.696
H 0.603 0.662 -1.004
H 0.086 1.703 -3.550
H 0.543 2.499 -2.384
C 2.775 -0.572 0.731
O 2.314 -1.797 0.245
C 1.286 -2.371 0.770
O 0.187 -1.766 1.405
O 1.192 -3.623 0.480
C -0.113 -4.266 0.632
H 3.694 -0.214 0.357
H 2.797 -0.595 1.762
H 2.035 0.060 0.459
H -0.527 -4.418 1.630
H 0.021 -5.275 0.302
H -0.902 -3.698 0.047
C -1.848 -6.055 -2.299
O -2.322 -4.935 -1.580
C -2.661 -3.711 -2.208
O -2.167 -3.344 -3.510
O -3.507 -2.979 -1.438
C -3.781 -1.607 -1.881
H -0.767 -5.878 -2.322
H -2.210 -6.146 -3.362
H -2.063 -7.048 -1.903
H -3.382 -1.172 -2.787
H -3.431 -0.950 -1.165
H -4.891 -1.585 -1.827
C 8.622 1.565 -2.931
O 7.231 1.573 -3.368
C 6.498 2.482 -2.782
O 6.993 3.498 -1.830
O 5.289 2.488 -3.173
C 4.379 3.377 -2.690
H 9.094 0.892 -3.576
H 9.029 1.208 -1.980
H 9.029 2.532 -3.162
H 3.406 3.041 -2.967
H 4.620 4.423 -2.841
H 4.321 3.414 -1.632
*
```